{"formula": "C22H52N6O8", "method": "the ωB97M-V functional and the def2-TZVPD basis", "symbols": ["O", "O", "O", "O", "O", "O", "O", "O", "N", "N", "N", "N", "N", "N", "C", "C", "C", "C", "C", "C", "C", "C", "C", "C", "C", "C", "C", "C", "C", "C", "C", "C", "C", "C", "C", "C", "H", "H", "H", "H", "H", "H", "H", "H", "H", "H", "H", "H", "H", "H", "H", "H", "H", "H", "H", "H", "H", "H", "H", "H", "H", "H", "H", "H", "H", "H", "H", "H", "H", "H", "H", "H", "H", "H", "H", "H", "H", "H", "H", "H", "H", "H", "H", "H", "H", "H", "H", "H"], "xyz": [[-2.74869, -3.94422, -0.38373], [-3.69308, 1.75002, 2.49068], [-1.32328, -0.96932, 0.52694], [-0.52198, 2.20317, -1.51282], [1.05734, -3.88032, -1.47601], [4.04022, 4.09996, -0.58174], [5.01584, 0.97659, 1.57572], [-4.70057, -1.58939, 2.39050], [2.55492, 3.50091, -2.19597], [-0.59109, -2.05690, 2.37355], [2.38837, -2.11752, -2.10024], [-0.16032, 0.21384, -0.47743], [3.60335, 2.40637, 0.61350], [-3.14521, -1.78540, -0.83970], [4.86742, 3.22518, -2.65577], [-2.64967, 2.58547, 3.06398], [-0.88763, 1.32709, -0.68849], [1.42779, 3.92335, -1.35328], [-3.59961, -2.49525, 2.57925], [-3.29887, -3.10010, -1.06828], [2.27534, -2.72446, 0.19938], [5.74212, 3.18497, 1.28705], [1.96042, -1.94392, -3.55481], [-4.39464, -0.38122, 1.67624], [-1.01266, -3.29039, 0.35404], [-2.25991, 1.53452, 0.01827], [1.81194, -2.94685, -1.19826], [1.07182, 0.01431, -1.29217], [-3.31556, 0.41620, 2.45900], [-4.11865, -3.50369, -2.31899], [-0.97938, -2.00728, 1.07515], [4.75223, 2.08404, 1.22741], [-3.28775, -0.71772, -1.73396], [2.51219, 1.56274, 0.44879], [-0.50083, -0.85572, 3.24298], [3.77132, 3.56230, -1.68055], [-2.53038, 2.28658, 4.10539], [2.20058, 1.05479, 1.36146], [-2.88467, -2.21228, 3.35184], [-3.95674, -4.53918, -2.61840], [-4.10994, -2.90427, -3.22933], [1.80737, 0.78038, -1.04683], [-3.02670, 1.34045, -0.73171], [1.19345, 4.89323, -1.79206], [-1.56540, -4.10701, 0.81849], [-2.36120, 2.57151, 0.33841], [2.57430, -1.14636, -3.97330], [5.83256, 3.67349, -2.41996], [-4.05957, -3.37259, 3.03402], [-0.70231, -1.15216, 4.27235], [-0.36616, -2.98613, 2.69918], [2.44050, 2.95887, -3.04047], [3.44873, 3.25526, 0.08855], [6.72107, 2.96404, 0.86167], [-1.43053, -3.15944, -0.64413], [1.46347, -0.98379, -1.09598], [-2.73690, -0.87504, -2.66127], [-1.65917, 2.58160, 2.60901], [2.45146, -1.72563, 0.59867], [2.21548, -2.91020, -3.98997], [-3.26864, -0.04934, 3.44346], [5.08043, 2.16943, -2.82345], [-4.01747, -0.59035, 0.67520], [2.89013, 0.84765, -0.28191], [-5.12698, -3.50789, -1.90505], [-2.47577, 0.89946, 0.87746], [-2.72335, -1.59334, 0.05766], [-1.24405, -0.09537, 3.00296], [-3.02303, -2.77127, 1.69637], [-0.53807, -0.56470, 0.04343], [0.53066, -0.50341, 3.24461], [-2.85083, 0.20089, -1.34236], [0.89258, -1.72658, -3.57896], [0.80641, 0.11825, -2.34424], [1.51242, 3.96407, -0.26734], [0.52484, 3.33883, -1.52974], [1.57422, -3.16354, 0.90913], [5.93931, 3.45515, 2.32445], [-2.35561, 0.17709, 2.00138], [4.57696, 3.61267, -3.63229], [5.25855, 4.06505, 0.86312], [-4.35364, -0.55912, -1.89778], [1.66808, 2.04378, -0.04537], [-5.22848, 0.31015, 1.55447], [0.02063, -3.62400, 0.25866], [-3.06131, 3.59468, 3.05249], [3.27496, -3.13633, 0.06072], [3.09447, -1.45940, -1.80292]], "forces_ev_per_angstrom": [[-7.05, -2.29, -1.38], [1.61, 1.01, 0.08], [-7.87, -4.87, 7.40], [-1.57, -1.67, 0.51], [0.71, 1.07, -0.46], [0.38, 3.54, -5.28], [0.42, -3.34, 1.44], [0.27, 0.23, -0.66], [-0.25, -0.99, 2.03], [-0.16, 1.16, -0.77], [0.76, -0.50, -2.49], [5.42, 6.65, -5.30], [-1.13, -1.28, 3.32], [-0.15, -2.17, 1.17], [0.63, -0.24, -0.68], [-1.42, -0.10, 0.56], [0.20, 0.03, -0.36], [-1.07, 1.44, -1.72], [-0.97, -0.07, 0.71], [-1.16, -0.19, -3.10], [0.48, 0.22, 0.53], [0.13, 1.64, 0.87], [0.86, -1.29, 2.22], [1.32, 0.19, 0.85], [3.94, 0.66, 0.74], [0.92, 0.50, -0.21], [-0.42, -0.76, -0.85], [-2.06, 0.79, 0.17], [-1.45, -1.73, 0.30], [-0.22, -0.33, 0.66], [0.39, -3.32, 2.80], [-0.35, 1.62, -1.78], [-0.47, 0.74, -1.36], [0.87, -1.66, 0.30], [0.59, -1.15, 0.42], [2.14, 2.32, -1.25], [0.11, 0.00, 0.21], [-0.18, -0.22, 0.00], [0.01, 0.77, 0.01], [0.44, 0.07, 0.30], [0.21, 0.39, 0.36], [-1.23, -1.13, -1.42], [0.05, 1.24, 0.65], [-0.17, 0.53, 0.75], [1.10, 0.54, 0.91], [0.22, 0.01, -0.22], [-0.23, -0.09, -0.01], [-0.29, 0.13, 0.39], [-0.08, -0.24, -0.48], [-0.09, -0.19, 0.00], [0.10, 0.32, 0.29], [-0.40, 0.10, 0.19], [0.03, 0.00, 2.26], [-0.27, -0.19, -0.29], [2.70, 0.59, 0.79], [-0.97, 1.74, 0.30], [-0.32, -0.24, -0.27], [-0.17, -0.36, -0.59], [-0.10, 0.41, -0.68], [-0.40, 0.26, -0.60], [-0.19, 0.32, 0.58], [-0.32, -0.23, 0.35], [-0.40, -0.05, 0.25], [0.19, -0.56, 1.06], [-0.38, 0.16, -0.28], [0.62, 0.78, -1.67], [-0.34, 0.09, -0.96], [0.92, -0.40, -0.09], [-0.67, 0.02, -0.12], [3.75, 2.07, -2.36], [-0.14, 0.40, -0.20], [-0.34, -1.51, -0.40], [0.15, -0.05, -0.22], [-0.01, -0.18, -0.20], [0.91, 0.18, -0.40], [0.86, 0.09, -0.19], [0.87, -0.65, -0.10], [0.00, -0.31, 0.27], [-0.35, 0.47, 0.46], [0.00, 0.05, -0.08], [0.94, -0.11, 0.07], [-0.02, 0.40, -0.54], [0.19, 0.25, 0.70], [-0.51, -0.62, 0.40], [-0.11, -0.01, 0.02], [0.19, -0.03, -0.07], [0.13, -0.62, 1.18], [-0.25, -0.27, 0.26]], "lowdin_charge": [-0.050, -0.165, 0.019, -0.054, 0.046, -0.013, 0.050, -0.146, 0.080, 0.069, -0.046, 0.094, 0.000, 0.007, 0.021, -0.065, -0.429, -0.053, -0.065, -0.486, 0.011, -0.001, -0.018, -0.123, -0.031, 0.014, -0.579, -0.060, -0.299, 0.022, -0.428, -0.587, -0.072, -0.111, -0.017, -0.481, 0.089, 0.107, 0.073, 0.080, 0.069, 0.013, 0.068, 0.097, 0.122, 0.098, 0.083, 0.091, 0.104, 0.092, 0.155, 0.155, -0.060, 0.088, 0.093, 0.034, 0.109, 0.087, 0.088, 0.082, 0.131, 0.083, 0.087, 0.074, 0.085, 0.020, 0.068, 0.048, 0.060, -0.178, 0.088, 0.028, 0.078, 0.088, 0.102, 0.017, 0.069, 0.083, 0.047, 0.082, 0.065, 0.109, 0.058, 0.140, 0.065, 0.094, 0.109, 0.131], "homo_energy_ev": -8.111, "e_lumo_ev": 0.4, "de_lowest_kj_mol": 1125.7, "energy_ev": -48964.757, "homo_lumo_gap_ev": 8.463}